Density functional theory data (ωB97M-V/def2-TZVPD) for a structure of composition C31H44BrN3OsP2 at a distorted geometry.

```
82
Properties=species:S:1:pos:R:3
N 10.15 -1.90 -0.10
C 9.71 -0.88 0.64
C 8.38 -0.46 0.61
C 7.44 -1.11 -0.24
C 7.94 -2.18 -1.03
C 9.30 -2.54 -0.91
C 6.02 -0.76 -0.17
Os 1.19 -0.06 -0.49
P -4.02 -3.39 1.54
C 4.98 -1.56 -0.56
C 3.65 -1.55 -0.01
C 2.84 -2.71 -0.17
C 1.56 -2.75 0.36
C 1.00 -1.54 0.89
C 1.92 -0.45 1.31
C 3.22 -0.46 0.78
Br -0.50 -1.68 2.09
H 5.84 0.19 0.33
H 5.22 -2.39 -1.22
H 8.11 0.37 1.26
H 7.32 -2.72 -1.74
H 10.46 -0.40 1.28
H 9.72 -3.36 -1.49
H 3.30 -3.62 -0.58
H 3.92 0.32 1.12
H 1.02 -3.68 0.47
H 1.68 0.10 2.21
P 0.20 -0.89 -2.32
C -3.13 -2.98 3.06
C -3.32 -3.98 4.20
H -3.40 -1.96 3.37
H -2.05 -2.99 2.81
H -2.77 -3.65 5.08
H -4.38 -4.08 4.45
H -2.95 -4.98 3.91
C -2.92 -4.42 0.51
C -3.80 -5.47 -0.19
H -2.19 -4.90 1.18
H -2.39 -3.78 -0.21
H -3.18 -6.24 -0.67
H -4.47 -5.97 0.53
H -4.44 -5.02 -0.96
C -4.33 -1.85 0.60
C -5.60 -1.20 1.15
H -4.51 -2.19 -0.44
H -3.45 -1.20 0.60
H -5.92 -0.38 0.50
H -6.41 -1.94 1.18
H -5.48 -0.82 2.17
C -1.28 -0.02 -3.01
C -1.20 0.58 -4.42
H -1.51 0.77 -2.28
H -2.12 -0.74 -2.95
H -0.47 1.39 -4.47
H -0.96 -0.17 -5.18
H -2.18 1.00 -4.68
C -0.30 -2.67 -2.43
C 0.76 -3.66 -2.95
H -1.20 -2.73 -3.06
H -0.63 -2.98 -1.42
H 1.05 -3.43 -3.99
H 1.66 -3.67 -2.32
H 0.34 -4.68 -2.94
C 1.58 -0.53 -3.47
C 2.46 0.64 -3.01
H 1.13 -0.35 -4.45
H 2.15 -1.45 -3.59
H 3.52 0.39 -3.16
H 2.21 1.55 -3.58
H 2.39 0.97 -1.93
N -2.69 6.18 1.86
C -2.06 5.26 1.50
C -1.28 4.11 1.04
C -1.05 3.87 -0.32
C -0.31 2.75 -0.72
N 0.17 1.85 0.16
C -0.03 2.09 1.47
C -0.74 3.20 1.94
H -1.44 4.56 -1.06
H -0.10 2.56 -1.78
H 0.38 1.37 2.18
H -0.85 3.32 3.01
```

Values from the calculation:
ΔE to the lowest compared entry with this formula, charge and spin = 0.000 eV
E = -4717.58932 hartree
Multiplicity = 5
Frontier orbital gap (spin up / spin down) = 5.59 / 5.11 eV
Charge = +4

Atomic partial charges in e from the Löwdin method, atoms 1 to 2: 0.15, 0.03

Density functional theory data (ωB97M-V/def2-TZVPD) for a cluster of 2 separate species, C3H6ClOP in total at a distorted geometry.

```
12
Properties=species:S:1:pos:R:3
C -1.17 -1.88 0.56
P -0.43 -0.20 0.73
O -0.34 -0.08 -0.89
Cl -2.08 0.85 0.93
H -0.54 -2.43 -0.25
H -1.43 -2.52 1.37
H -2.05 -1.58 -0.14
H -1.04 -0.54 -1.32
C 2.52 2.52 -0.59
C 1.95 1.66 0.03
H 3.24 3.25 -0.92
H 1.35 0.95 0.49
```

Values from the calculation:
ΔE to the lowest compared entry with this formula, charge and spin = 2.463 eV
E = -994.61628 hartree
Frontier orbital gap = 10.64 eV
SMILES = CP(O)Cl.C#C
Charge = 0

Atomic partial charges in e from the Löwdin method, atoms 1 to 2: -0.32, 0.40

Density functional theory data (ωB97M-V/def2-TZVPD) for a structure of composition C24H17CdF6N12O5PS2.

```
68
Properties=species:S:1:pos:R:3
Cd -1.71 0.74 0.93
O -0.79 2.96 3.14
N 0.01 2.31 2.21
C 1.19 2.75 2.26
C 2.35 2.35 1.43
C 3.49 3.12 1.70
C 4.69 2.93 1.04
C 4.78 1.93 0.08
C 3.67 1.16 -0.19
C 2.45 1.35 0.45
P 1.08 0.19 -0.01
C 0.98 0.41 -1.83
C 0.24 -0.55 -2.53
C 0.02 -0.42 -3.89
C 0.52 0.69 -4.57
C 1.24 1.65 -3.88
C 1.46 1.52 -2.52
C 2.01 -1.40 0.12
C 2.23 -1.88 1.41
C 2.94 -3.06 1.60
C 3.44 -3.76 0.51
C 3.23 -3.28 -0.77
C 2.51 -2.10 -0.97
H -1.69 2.61 2.98
H 1.41 3.52 3.00
H 3.42 3.89 2.46
H 5.55 3.54 1.29
H 5.71 1.75 -0.44
H 3.75 0.37 -0.94
H -0.19 -1.39 -2.00
H -0.56 -1.16 -4.41
H 0.34 0.80 -5.63
H 1.59 2.54 -4.39
H 1.97 2.30 -1.98
H 1.86 -1.35 2.27
H 3.09 -3.43 2.60
H 3.98 -4.69 0.66
H 3.60 -3.83 -1.63
H 2.34 -1.75 -1.98
N -4.27 2.89 0.12
C -4.31 2.45 1.42
N -5.38 2.57 2.17
N -5.02 2.04 3.36
N -3.81 1.62 3.32
N -3.30 1.87 2.08
C -3.14 3.05 -0.67
N -3.12 3.86 -1.71
N -1.86 3.73 -2.19
N -1.18 2.91 -1.47
N -1.98 2.44 -0.48
H -5.07 3.44 -0.17
F 0.43 -5.09 -0.30
C -0.81 -4.60 -0.37
F -0.95 -3.99 -1.56
F -1.67 -5.62 -0.31
S -1.01 -3.39 1.01
O -1.07 -0.72 2.52
O -0.85 -4.25 2.19
N -2.62 -3.12 0.81
S -3.16 -1.85 0.14
O -2.19 -1.07 -0.63
O -4.04 -1.04 0.95
C -4.30 -2.55 -1.13
F -5.42 -2.99 -0.56
F -4.63 -1.61 -2.02
F -3.75 -3.57 -1.80
N 0.52 -0.28 4.26
C -0.27 -0.49 3.42
```

Values from the calculation:
ΔE to the lowest compared entry with this formula, charge and spin = 0.630 eV
E = -3862.77946 hartree
Frontier orbital gap = 7.23 eV
Charge = -2

Atomic partial charges in e from the Löwdin method, atoms 1 to 2: 1.34, -0.06

Density functional theory data (ωB97M-V/def2-TZVPD) for a structure of composition C19H37IrN11Si4Te.

```
73
Properties=species:S:1:pos:R:3
Ir 1.91 1.80 -0.04
C 1.20 2.05 2.14
C 2.41 2.78 2.30
C 2.42 3.81 1.35
C 1.18 3.80 0.65
C 0.37 2.77 1.25
H 0.89 1.21 2.74
H 3.25 2.50 2.92
H 3.24 4.46 1.12
H 0.85 4.53 -0.06
H -0.68 2.62 1.07
N 4.98 2.80 -1.48
C 3.88 2.63 -2.29
N 3.91 2.88 -3.59
N 2.66 2.63 -4.02
N 1.92 2.23 -3.06
N 2.67 2.21 -1.92
C 5.10 2.16 -0.27
N 6.24 2.00 0.38
N 5.89 1.34 1.50
N 4.63 1.13 1.53
N 4.08 1.64 0.40
H 5.83 3.06 -1.95
C -4.18 1.92 -0.12
Si -3.82 0.23 -0.85
C -3.82 0.34 -2.72
C -5.22 -0.92 -0.32
Si -1.70 -0.52 -0.13
Te -0.40 1.30 -1.34
Si -1.21 -2.59 -1.14
C -0.71 -2.32 -2.93
C -2.73 -3.70 -1.14
C 0.13 -3.51 -0.20
Si -1.69 -0.76 2.21
C -0.03 -1.42 2.81
C -2.12 0.81 3.16
C -2.99 -2.04 2.65
H -5.08 2.34 -0.58
H -3.36 2.62 -0.29
H -4.36 1.86 0.96
H -4.73 0.83 -3.07
H -3.79 -0.66 -3.17
H -2.96 0.90 -3.11
H -6.15 -0.54 -0.74
H -5.33 -0.94 0.76
H -5.08 -1.94 -0.67
H -1.56 -1.98 -3.51
H -0.35 -3.25 -3.36
H 0.07 -1.56 -3.03
H -3.56 -3.24 -1.68
H -3.07 -3.92 -0.13
H -2.49 -4.64 -1.63
H 1.01 -2.90 0.01
H 0.46 -4.38 -0.78
H -0.26 -3.88 0.75
H 0.80 -0.79 2.51
H 0.16 -2.41 2.39
H -0.02 -1.51 3.90
H -1.40 1.61 3.02
H -2.15 0.58 4.23
H -3.10 1.19 2.87
H -2.79 -3.00 2.16
H -3.99 -1.72 2.36
H -2.99 -2.22 3.73
N 2.99 -0.93 0.62
C 3.61 -1.98 0.07
C 3.29 -1.99 -1.27
C 2.47 -0.87 -1.45
N 2.29 -0.24 -0.29
H 3.20 -0.50 1.52
H 4.23 -2.63 0.67
H 3.60 -2.70 -2.01
H 2.01 -0.48 -2.35
```

Values from the calculation:
ΔE to the lowest compared entry with this formula, charge and spin = 1.462 eV
E = -2878.84888 hartree
Multiplicity = 2
Frontier orbital gap (spin up / spin down) = 6.90 / 5.80 eV
Charge = 0

Atomic partial charges in e from the Löwdin method, atoms 1 to 2: 1.14, -0.20

Among the records above, which one has the highest charge?
C31H44BrN3OsP2